1:
{
  "formula": "C4H4ClNO",
  "method": "ωB97M-V/def2-TZVPD",
  "e_lumo_ev": 0.46,
  "spin_multiplicity": 1,
  "smiles": "ClC=C=N[C@H]1CO1",
  "e_homo_ev": -8.82,
  "symbols": ["Cl", "C", "C", "N", "C", "C", "O", "H", "H", "H", "H"],
  "xyz": [[-2.69, -1.86, 2.07], [-2.48, -0.65, 0.82], [-1.29, -0.58, 0.25], [-0.19, -0.61, -0.29], [0.93, 0.26, -0.07], [2.02, 0.65, -0.95], [0.91, 1.49, -0.75], [-3.38, -0.36, 0.30], [1.10, 0.40, 1.01], [2.92, 1.02, -0.46], [2.14, 0.24, -1.94]]
}

2:
{
  "formula": "C4H4ClNO",
  "method": "ωB97M-V/def2-TZVPD",
  "e_lumo_ev": -0.01,
  "spin_multiplicity": 1,
  "smiles": "N#C[C@@H]1OC[C@H]1Cl",
  "e_homo_ev": -10.67,
  "symbols": ["N", "C", "C", "O", "C", "C", "Cl", "H", "H", "H", "H"],
  "xyz": [[2.32, 1.03, -1.53], [1.79, 0.89, -0.31], [0.76, 0.48, 0.63], [0.60, -0.98, 0.81], [-0.71, -1.19, 0.10], [-0.67, 0.29, -0.34], [-2.21, 1.02, 0.37], [0.69, 1.08, 1.51], [-0.86, -2.00, -0.60], [-1.44, -1.11, 0.83], [-0.26, 0.50, -1.48]]
}

Tell me which of them is the most stable. Sure, it is 1.

1:
{
  "formula": "C40H110N10O10",
  "method": "ωB97M-V/def2-TZVPD",
  "e_lumo_ev": 0.60,
  "spin_multiplicity": 1,
  "smiles": "COC[C@H](C)N.COC[C@H](C)N.COC[C@H](C)N.COC[C@H](C)N.COC[C@H](C)N.COC[C@H](C)N.COC[C@H](C)N.COC[C@H](C)N.COC[C@H](C)N.COC[C@H](C)N",
  "e_homo_ev": -8.68,
  "symbols": ["C", "O", "C", "C", "C", "N", "H", "H", "H", "H", "H", "H", "H", "H", "H", "H", "H", "C", "O", "C", "C", "C", "N", "H", "H", "H", "H", "H", "H", "H", "H", "H", "H", "H", "C", "O", "C", "C", "C", "N", "H", "H", "H", "H", "H", "H", "H", "H", "H", "H", "H", "C", "O", "C", "C", "C", "N", "H", "H", "H", "H", "H", "H", "H", "H", "H", "H", "H", "C", "O", "C", "C", "C", "N", "H", "H", "H", "H", "H", "H", "H", "H", "H", "H", "H", "C", "O", "C", "C", "C", "N", "H", "H", "H", "H", "H", "H", "H", "H", "H", "H", "H", "C", "O", "C", "C", "C", "N", "H", "H", "H", "H", "H", "H", "H", "H", "H", "H", "H", "C", "O", "C", "C", "C", "N", "H", "H", "H", "H", "H", "H", "H", "H", "H", "H", "H", "C", "O", "C", "C", "C", "N", "H", "H", "H", "H", "H", "H", "H", "H", "H", "H", "H", "C", "O", "C", "C", "C", "N", "H", "H", "H", "H", "H", "H", "H", "H", "H", "H", "H"],
  "xyz": [[4.52, 8.07, 0.55], [3.89, 6.87, 0.06], [2.43, 6.89, 0.04], [2.04, 5.55, -0.65], [2.25, 5.71, -2.14], [0.73, 5.01, -0.20], [5.55, 7.78, 0.73], [4.09, 8.51, 1.51], [4.50, 8.84, -0.22], [2.11, 6.99, 1.11], [2.08, 7.81, -0.51], [2.78, 4.84, -0.27], [1.76, 4.93, -2.68], [3.34, 5.86, -2.28], [1.67, 6.57, -2.49], [0.85, 4.50, 0.67], [0.03, 5.71, 0.06], [-4.18, -2.87, -1.29], [-3.44, -2.42, -2.37], [-3.73, -1.13, -2.80], [-3.11, -0.88, -4.18], [-1.63, -0.97, -4.04], [-3.50, 0.46, -4.62], [-3.95, -3.92, -1.24], [-5.25, -2.66, -1.55], [-4.00, -2.36, -0.32], [-4.81, -0.87, -2.80], [-3.31, -0.43, -2.07], [-3.47, -1.53, -4.96], [-1.28, -0.33, -3.24], [-1.17, -0.68, -4.95], [-1.23, -1.97, -3.73], [-3.01, 1.13, -4.02], [-4.47, 0.60, -4.60], [-0.77, -5.64, 1.27], [0.41, -5.83, 0.54], [0.20, -5.78, -0.85], [0.49, -4.35, -1.32], [0.16, -4.09, -2.78], [1.96, -4.15, -1.10], [-1.60, -6.31, 0.90], [-1.07, -4.55, 1.35], [-0.48, -5.91, 2.33], [0.89, -6.55, -1.25], [-0.87, -6.04, -1.09], [-0.05, -3.67, -0.65], [0.19, -3.04, -2.86], [-0.81, -4.53, -2.99], [0.88, -4.52, -3.48], [2.17, -4.30, -0.14], [2.24, -3.21, -1.29], [6.37, 4.03, 0.14], [6.34, 2.66, -0.20], [5.66, 1.88, 0.70], [6.17, 0.45, 0.61], [6.17, 0.13, -0.89], [5.38, -0.37, 1.53], [6.71, 4.67, -0.72], [6.95, 4.22, 1.03], [5.43, 4.38, 0.40], [5.79, 2.21, 1.74], [4.57, 1.84, 0.54], [7.18, 0.47, 1.09], [5.13, 0.06, -1.30], [6.53, -0.87, -1.05], [6.75, 0.89, -1.38], [4.57, -0.82, 1.11], [5.97, -1.08, 1.89], [-0.88, 3.01, -3.57], [-1.70, 2.71, -2.43], [-2.05, 3.84, -1.60], [-2.14, 3.49, -0.16], [-3.03, 2.24, 0.00], [-2.74, 4.60, 0.59], [0.08, 3.54, -3.27], [-1.38, 3.65, -4.28], [-0.60, 2.07, -4.12], [-1.42, 4.74, -1.78], [-3.06, 4.06, -1.87], [-1.16, 3.27, 0.22], [-2.64, 1.45, -0.60], [-4.06, 2.45, -0.39], [-3.14, 2.02, 1.07], [-2.35, 5.49, 0.35], [-3.74, 4.63, 0.29], [-6.16, -5.63, 3.26], [-6.29, -4.28, 3.45], [-5.62, -3.50, 2.39], [-5.70, -2.07, 2.70], [-7.02, -1.37, 2.51], [-4.70, -1.41, 1.76], [-5.12, -6.02, 3.38], [-6.53, -5.85, 2.28], [-6.75, -6.12, 3.99], [-4.58, -3.77, 2.30], [-6.14, -3.70, 1.46], [-5.38, -1.87, 3.72], [-7.01, -0.32, 2.73], [-7.82, -1.77, 3.12], [-7.29, -1.41, 1.47], [-3.90, -1.29, 2.39], [-5.04, -0.45, 1.63], [-2.30, -5.30, 6.44], [-2.21, -4.60, 5.22], [-2.31, -3.20, 5.39], [-2.04, -2.58, 4.11], [-0.63, -2.79, 3.65], [-2.37, -1.13, 4.31], [-2.17, -6.38, 6.23], [-3.28, -5.09, 6.86], [-1.52, -5.00, 7.13], [-3.33, -2.99, 5.75], [-1.59, -2.89, 6.13], [-2.78, -3.02, 3.45], [-0.43, -3.86, 3.49], [0.06, -2.47, 4.48], [-0.47, -2.20, 2.75], [-3.25, -0.99, 4.70], [-1.64, -0.78, 4.97], [-1.71, 4.04, 4.70], [-0.57, 3.30, 4.34], [-0.68, 2.78, 3.02], [0.67, 2.20, 2.65], [1.06, 0.96, 3.53], [1.69, 3.22, 2.62], [-2.65, 3.43, 4.62], [-1.84, 4.80, 3.90], [-1.60, 4.52, 5.63], [-1.50, 2.03, 2.98], [-0.85, 3.62, 2.29], [0.57, 1.85, 1.63], [0.20, 0.42, 3.88], [1.56, 1.21, 4.47], [1.72, 0.24, 3.05], [1.57, 3.77, 3.43], [2.60, 2.83, 2.73], [-1.41, -1.58, -0.16], [-0.14, -0.95, 0.12], [0.26, -0.04, -0.94], [1.69, 0.41, -0.73], [2.20, 1.21, -1.90], [2.59, -0.70, -0.47], [-1.50, -2.36, 0.56], [-1.47, -2.03, -1.14], [-2.23, -0.87, -0.03], [0.12, -0.58, -1.89], [-0.35, 0.88, -0.84], [1.74, 1.09, 0.15], [1.91, 0.89, -2.90], [3.24, 1.47, -1.70], [1.72, 2.17, -1.77], [3.01, -0.95, -1.39], [2.11, -1.47, -0.01], [4.27, -3.04, -3.49], [3.19, -2.10, -3.37], [2.63, -1.86, -4.58], [3.49, -1.20, -5.70], [4.30, -0.04, -5.17], [2.59, -0.61, -6.69], [4.50, -3.28, -2.47], [5.09, -2.58, -4.05], [3.92, -3.96, -3.96], [2.11, -2.78, -4.93], [1.83, -1.15, -4.32], [4.11, -1.87, -6.30], [5.01, 0.29, -5.96], [4.82, -0.25, -4.21], [3.67, 0.87, -5.05], [3.10, 0.01, -7.32], [2.22, -1.33, -7.26]]
}

2:
{
  "formula": "C40H110N10O10",
  "method": "ωB97M-V/def2-TZVPD",
  "e_lumo_ev": 0.22,
  "spin_multiplicity": 1,
  "smiles": "COC[C@H](C)N.COC[C@H](C)N.COC[C@H](C)N.COC[C@H](C)N.COC[C@H](C)N.COC[C@H](C)N.COC[C@H](C)N.COC[C@H](C)N.COC[C@H](C)N.COC[C@H](C)N",
  "e_homo_ev": -9.24,
  "symbols": ["C", "O", "C", "C", "C", "N", "H", "H", "H", "H", "H", "H", "H", "H", "H", "H", "H", "C", "O", "C", "C", "C", "N", "H", "H", "H", "H", "H", "H", "H", "H", "H", "H", "H", "C", "O", "C", "C", "C", "N", "H", "H", "H", "H", "H", "H", "H", "H", "H", "H", "H", "C", "O", "C", "C", "C", "N", "H", "H", "H", "H", "H", "H", "H", "H", "H", "H", "H", "C", "O", "C", "C", "C", "N", "H", "H", "H", "H", "H", "H", "H", "H", "H", "H", "H", "C", "O", "C", "C", "C", "N", "H", "H", "H", "H", "H", "H", "H", "H", "H", "H", "H", "C", "O", "C", "C", "C", "N", "H", "H", "H", "H", "H", "H", "H", "H", "H", "H", "H", "C", "O", "C", "C", "C", "N", "H", "H", "H", "H", "H", "H", "H", "H", "H", "H", "H", "C", "O", "C", "C", "C", "N", "H", "H", "H", "H", "H", "H", "H", "H", "H", "H", "H", "C", "O", "C", "C", "C", "N", "H", "H", "H", "H", "H", "H", "H", "H", "H", "H", "H"],
  "xyz": [[12.98, -2.96, 15.94], [14.38, -2.77, 16.23], [15.36, -3.36, 15.39], [16.76, -2.82, 15.71], [16.91, -1.29, 15.50], [17.75, -3.45, 14.88], [12.32, -2.63, 16.74], [12.68, -4.01, 15.87], [12.75, -2.44, 15.01], [15.24, -4.43, 15.56], [15.05, -3.04, 14.40], [16.93, -3.03, 16.77], [16.55, -0.84, 14.57], [17.94, -0.96, 15.61], [16.31, -0.79, 16.27], [18.63, -3.24, 15.32], [17.59, -4.45, 14.96], [18.29, -8.22, 16.72], [18.53, -7.82, 15.40], [19.47, -8.67, 14.69], [19.45, -8.34, 13.17], [20.01, -9.49, 12.39], [20.38, -7.28, 12.94], [17.76, -9.17, 16.61], [17.61, -7.58, 17.29], [19.18, -8.31, 17.34], [20.46, -8.54, 15.12], [19.13, -9.70, 14.79], [18.45, -8.04, 12.88], [20.06, -9.25, 11.33], [19.50, -10.42, 12.63], [21.03, -9.78, 12.66], [19.94, -6.46, 13.32], [20.27, -7.18, 11.94], [18.15, 2.83, 9.23], [16.77, 2.97, 9.11], [16.08, 1.79, 9.35], [14.58, 1.99, 9.19], [13.96, 2.95, 10.21], [13.79, 0.73, 9.28], [18.65, 2.05, 8.65], [18.39, 2.69, 10.28], [18.55, 3.81, 8.98], [16.40, 0.98, 8.69], [16.34, 1.53, 10.38], [14.43, 2.39, 8.19], [14.35, 3.96, 10.08], [14.09, 2.59, 11.22], [12.90, 3.02, 10.00], [13.92, 0.28, 10.18], [14.00, -0.02, 8.63], [22.70, 0.90, 11.88], [23.41, 1.93, 11.26], [23.96, 2.77, 12.22], [24.58, 3.97, 11.49], [23.62, 4.74, 10.62], [25.70, 3.51, 10.69], [22.51, 0.10, 11.16], [21.73, 1.28, 12.21], [23.23, 0.59, 12.78], [23.26, 3.11, 12.98], [24.76, 2.25, 12.74], [25.08, 4.60, 12.22], [23.11, 4.09, 9.91], [24.06, 5.59, 10.11], [22.72, 5.11, 11.12], [25.32, 2.80, 10.09], [26.26, 2.93, 11.29], [13.15, -8.01, 25.02], [12.28, -6.91, 24.63], [12.63, -6.23, 23.40], [12.21, -7.18, 22.27], [12.50, -6.54, 20.90], [10.76, -7.39, 22.43], [13.02, -8.84, 24.32], [12.97, -8.40, 26.03], [14.21, -7.75, 24.97], [12.05, -5.31, 23.38], [13.67, -5.91, 23.35], [12.82, -8.08, 22.31], [12.09, -5.53, 20.82], [12.12, -7.14, 20.07], [13.56, -6.42, 20.67], [10.47, -7.66, 23.36], [10.43, -8.13, 21.82], [7.28, -6.65, 17.62], [6.19, -5.76, 17.64], [6.24, -5.01, 18.84], [4.97, -4.18, 19.12], [3.67, -5.07, 19.29], [4.81, -3.40, 17.93], [8.22, -6.14, 17.82], [7.41, -7.08, 16.63], [7.17, -7.42, 18.38], [6.45, -5.76, 19.60], [7.01, -4.24, 18.93], [5.12, -3.53, 19.98], [2.77, -4.45, 19.29], [3.71, -5.69, 20.19], [3.54, -5.79, 18.48], [3.90, -3.48, 17.49], [5.54, -3.78, 17.35], [25.73, -0.74, 20.00], [25.37, -0.92, 18.67], [25.39, 0.30, 17.84], [24.52, 1.43, 18.26], [23.01, 1.27, 18.05], [24.90, 2.58, 17.54], [26.79, -0.49, 20.01], [25.47, -1.62, 20.60], [25.22, 0.06, 20.53], [26.38, 0.65, 17.57], [25.05, -0.01, 16.85], [24.71, 1.77, 19.28], [22.64, 1.52, 17.06], [22.42, 1.85, 18.76], [22.69, 0.24, 18.19], [25.88, 2.63, 17.76], [24.54, 3.34, 18.09], [7.90, 1.86, 13.77], [8.20, 1.92, 15.08], [7.06, 1.57, 15.93], [7.26, 1.74, 17.44], [8.53, 1.10, 17.98], [6.15, 1.05, 18.20], [7.20, 2.66, 13.52], [7.46, 0.92, 13.42], [8.69, 2.08, 13.05], [6.19, 2.18, 15.66], [6.78, 0.56, 15.64], [7.25, 2.79, 17.73], [8.88, 1.77, 18.77], [9.27, 1.22, 17.19], [8.41, 0.09, 18.36], [5.93, 0.10, 17.92], [5.27, 1.43, 17.87], [4.41, -1.82, 10.42], [4.85, -3.15, 10.26], [4.41, -4.13, 11.18], [5.08, -4.07, 12.54], [6.60, -4.26, 12.57], [4.55, -5.17, 13.36], [4.62, -1.34, 9.47], [4.77, -1.36, 11.35], [3.34, -1.84, 10.60], [3.32, -4.12, 11.30], [4.67, -5.09, 10.75], [4.74, -3.15, 13.02], [7.00, -4.12, 13.57], [7.07, -3.50, 11.94], [6.83, -5.30, 12.33], [3.68, -4.86, 13.77], [5.14, -5.18, 14.17], [19.85, -5.31, 22.09], [20.70, -5.74, 21.05], [21.13, -4.75, 20.20], [22.08, -5.40, 19.13], [23.35, -6.10, 19.79], [22.42, -4.44, 18.10], [19.77, -6.11, 22.82], [18.90, -5.05, 21.63], [20.30, -4.50, 22.66], [20.28, -4.28, 19.71], [21.63, -3.95, 20.75], [21.51, -6.14, 18.56], [23.74, -5.43, 20.56], [24.19, -6.36, 19.15], [23.12, -7.04, 20.28], [23.02, -3.77, 18.57], [23.00, -4.87, 17.40]]
}

Tell me which of them is the most stable. Sure, it is 1.

1:
{
  "formula": "C7H16N2",
  "method": "ωB97M-V/def2-TZVPD",
  "e_lumo_ev": [0.22, 0.22],
  "spin_multiplicity": 1,
  "e_homo_ev": [-6.63, -6.63],
  "symbols": ["C", "C", "C", "C", "C", "C", "N", "C", "N", "H", "H", "H", "H", "H", "H", "H", "H", "H", "H", "H", "H", "H", "H", "H", "H"],
  "xyz": [[-1.04, -0.19, -0.66], [-0.06, 0.92, 2.07], [0.92, 1.90, 0.07], [1.49, -0.21, -2.23], [-2.38, -0.75, -0.32], [0.19, -1.77, 0.93], [0.12, 0.83, 0.63], [0.23, -0.68, -0.15], [1.16, -1.02, -1.09], [-0.98, 0.45, -1.53], [-0.89, 0.29, 2.40], [0.84, 0.60, 2.62], [0.63, 2.85, 0.52], [1.99, 1.75, 0.23], [0.75, 1.97, -1.01], [-0.28, 1.95, 2.36], [2.44, 0.33, -2.08], [0.77, 0.56, -2.56], [1.63, -0.86, -3.10], [-2.39, -1.81, -0.57], [-3.19, -0.25, -0.84], [-2.57, -0.70, 0.76], [-0.64, -1.69, 1.63], [0.14, -2.73, 0.43], [1.12, -1.73, 1.49]]
}

2:
{
  "formula": "C7H16N2",
  "method": "ωB97M-V/def2-TZVPD",
  "e_lumo_ev": 0.98,
  "spin_multiplicity": 1,
  "smiles": "C/N=C(\\C)N(C)C(C)C",
  "e_homo_ev": -7.82,
  "symbols": ["C", "N", "C", "C", "N", "C", "C", "C", "C", "H", "H", "H", "H", "H", "H", "H", "H", "H", "H", "H", "H", "H", "H", "H", "H"],
  "xyz": [[-0.61, 2.23, -1.87], [-0.44, 1.25, -0.82], [0.55, 0.39, -0.83], [1.68, 0.47, -1.84], [0.48, -0.60, 0.08], [1.66, -1.13, 0.73], [-1.16, -0.45, 0.85], [-0.88, 0.20, 2.18], [-1.57, -1.90, 0.90], [0.28, 2.86, -2.01], [-1.44, 2.89, -1.61], [-0.86, 1.76, -2.84], [2.30, 1.34, -1.63], [2.29, -0.43, -1.83], [1.27, 0.58, -2.85], [2.12, -0.40, 1.41], [1.41, -2.01, 1.32], [2.43, -1.44, 0.01], [-1.97, 0.09, 0.35], [-0.49, 1.21, 2.05], [-0.16, -0.38, 2.77], [-1.81, 0.28, 2.76], [-2.57, -1.98, 1.34], [-0.88, -2.50, 1.48], [-1.63, -2.32, -0.11]]
}

3:
{
  "formula": "C7H16N2",
  "method": "ωB97M-V/def2-TZVPD",
  "e_lumo_ev": 0.76,
  "spin_multiplicity": 1,
  "e_homo_ev": -7.19,
  "symbols": ["C", "C", "C", "C", "N", "H", "H", "H", "H", "H", "H", "H", "H", "H", "H", "H", "C", "C", "C", "N", "H", "H", "H", "H", "H"],
  "xyz": [[0.03, 1.31, 1.62], [-1.15, -1.11, 1.44], [-1.53, 0.33, -0.44], [0.51, 2.54, 0.90], [-0.56, -0.09, 0.57], [-0.95, 1.47, 2.07], [0.71, 0.94, 2.38], [-2.01, -0.71, 1.99], [-2.40, 0.80, 0.03], [-1.50, -1.98, 0.87], [-0.40, -1.44, 2.16], [-1.06, 1.05, -1.10], [-1.89, -0.52, -1.03], [1.52, 2.42, 0.51], [-0.14, 2.80, 0.06], [0.49, 3.39, 1.58], [0.91, -1.70, -1.09], [1.18, -1.16, -2.50], [1.04, -0.63, -0.06], [1.93, -0.02, 0.47], [-0.09, -2.15, -1.04], [1.63, -2.49, -0.86], [2.19, -0.75, -2.56], [0.48, -0.35, -2.75], [1.06, -1.95, -3.25]]
}

4:
{
  "formula": "C7H16N2",
  "method": "ωB97M-V/def2-TZVPD",
  "e_lumo_ev": 1.00,
  "spin_multiplicity": 1,
  "smiles": "CC[C@H](C)C(C)=C(N)N",
  "e_homo_ev": -6.91,
  "symbols": ["C", "C", "C", "C", "C", "C", "C", "N", "N", "H", "H", "H", "H", "H", "H", "H", "H", "H", "H", "H", "H", "H", "H", "H", "H"],
  "xyz": [[1.68, -0.61, -1.53], [1.68, -0.82, -0.02], [0.67, 0.42, 0.88], [0.51, -0.13, 2.30], [-0.56, 0.73, 0.16], [-0.76, 2.12, -0.40], [-1.44, -0.27, -0.18], [-1.14, -1.59, 0.08], [-2.53, -0.04, -1.03], [2.59, -1.01, -2.00], [0.80, -1.06, -1.99], [1.63, 0.44, -1.78], [2.65, -0.51, 0.39], [1.66, -1.88, 0.26], [1.32, 1.30, 0.91], [-0.15, -0.99, 2.33], [1.48, -0.43, 2.70], [0.10, 0.64, 2.94], [-0.81, 2.12, -1.49], [-1.68, 2.57, -0.02], [0.07, 2.76, -0.10], [-1.59, -2.24, -0.54], [-0.06, -1.70, 0.12], [-2.87, 0.90, -1.02], [-3.26, -0.73, -0.95]]
}

Tell me which of them is the most stable. Sure, it is 4.